An isolated molecule of C26H22N2O6 in a non-equilibrium geometry, computed with wB97M-V/def2-TZVPD.

Summary:
HOMO-LUMO gap	7.772	eV
energy above the lowest of the compared OMol25 structures with the same formula, charge and spin	21.4	kcal/mol
LUMO level	-0.54	eV
highest occupied orbital energy	-8.31	eV
structure (SMILES)	CCCOc1ccc([C@@H]2C(C(=O)c3cc4ccccc4o3)=C(O)C(=O)N2c2cc(C)on2)cc1
calculated total energy	-42583.0636	eV

The geometry in ORCA input format:
```
! RIJCOSX wB97M-V def2-TZVPD def2/J DEFGRID3
* xyz 0 1
C 0.784 3.918 3.472
C 2.041 3.406 4.166
C 2.260 1.898 4.013
O 2.651 1.541 2.701
C 1.753 1.129 1.772
C 2.294 0.855 0.512
C 1.502 0.375 -0.507
C 0.145 0.155 -0.300
C -0.716 -0.454 -1.384
C -0.006 -1.547 -2.146
C 0.691 -2.677 -1.528
O 1.410 -3.430 -2.154
C 0.574 -2.784 -0.060
C 1.565 -3.117 0.819
C 1.015 -2.950 2.120
C 1.498 -3.082 3.422
C 0.640 -2.808 4.463
C -0.682 -2.416 4.235
C -1.186 -2.281 2.957
C -0.320 -2.544 1.908
O -0.578 -2.450 0.586
C 0.039 -1.207 -3.458
O 0.558 -1.830 -4.503
C -0.633 0.104 -3.658
O -0.753 0.660 -4.732
N -1.050 0.508 -2.430
C -1.773 1.645 -2.161
C -2.056 2.719 -3.047
C -2.801 3.570 -2.284
C -3.427 4.881 -2.578
O -2.949 3.049 -1.053
N -2.313 1.854 -0.982
C -0.400 0.464 0.936
C 0.388 0.941 1.966
H 0.703 4.995 3.599
H -0.106 3.458 3.894
H 0.815 3.701 2.407
H 1.987 3.630 5.234
H 2.915 3.916 3.757
H 1.379 1.336 4.337
H 3.105 1.598 4.642
H 3.350 1.016 0.365
H 1.946 0.154 -1.467
H -1.647 -0.812 -0.930
H 2.559 -3.415 0.560
H 2.517 -3.387 3.599
H 0.988 -2.899 5.481
H -1.323 -2.213 5.080
H -2.205 -1.979 2.775
H 0.393 -1.280 -5.291
H -1.750 2.809 -4.066
H -4.502 4.826 -2.417
H -3.027 5.643 -1.911
H -3.228 5.160 -3.608
H -1.457 0.328 1.098
H -0.080 1.154 2.913
*
```

=====

A structure of composition C26H23AuN5O, computed with wB97M-V/def2-TZVPD.

Summary:
HOMO-LUMO gap	6.382	eV
energy above the lowest of the compared OMol25 structures with the same formula, charge and spin	0.0	kcal/mol
LUMO level	-4.33	eV
highest occupied orbital energy	-10.71	eV
calculated total energy	-40518.3748	eV

The geometry in ORCA input format:
```
! RIJCOSX wB97M-V def2-TZVPD def2/J DEFGRID3
* xyz 1 1
Au 0.055 -0.074 -0.059
C -3.572 -1.538 1.487
C -2.159 -1.205 1.169
N -1.844 -0.418 0.221
N -2.705 0.268 -0.571
C -2.029 1.032 -1.421
O -0.719 1.097 -1.485
C -2.775 1.875 -2.359
C -2.085 2.630 -3.307
C -2.790 3.428 -4.192
C -4.177 3.475 -4.131
C -4.864 2.722 -3.188
C -4.168 1.920 -2.302
C -0.989 -1.755 1.899
C -1.093 -2.533 3.024
C 0.061 -2.963 3.670
C 1.296 -2.605 3.171
C 1.348 -1.815 2.034
N 0.235 -1.419 1.427
H -4.234 -0.857 0.961
H -3.758 -1.470 2.560
H -3.790 -2.560 1.165
H -1.006 2.582 -3.342
H -2.257 4.012 -4.931
H -4.725 4.102 -4.823
H -5.945 2.761 -3.145
H -4.691 1.326 -1.564
H -2.076 -2.792 3.395
H -0.009 -3.566 4.565
H 2.213 -2.924 3.647
H 2.280 -1.486 1.589
C -0.364 2.568 2.440
N 0.512 1.824 1.556
C 1.740 2.119 1.396
C 2.554 1.358 0.478
C 3.890 1.463 0.147
C 4.157 0.496 -0.842
C 2.972 -0.167 -1.090
N 2.001 0.348 -0.291
C -1.010 1.605 3.413
C -2.391 1.462 3.469
C -2.976 0.571 4.367
C -2.178 -0.186 5.214
C -0.794 -0.053 5.156
C -0.216 0.833 4.258
H -1.145 3.038 1.839
H 0.166 3.366 2.975
H 2.212 2.949 1.934
H 4.585 2.168 0.582
H 5.097 0.301 -1.334
H 2.772 -0.966 -1.788
H -3.015 2.058 2.810
H -4.055 0.483 4.416
H -2.631 -0.864 5.927
H -0.167 -0.629 5.827
H 0.865 0.931 4.214
*
```

=====

A structure of composition C26H23BrIrN6O4S2 in a non-equilibrium geometry, computed with wB97M-V/def2-TZVPD.

Summary:
HOMO-LUMO gap (spin up / spin down)	5.210 / 2.748	eV
energy above the lowest of the compared OMol25 structures with the same formula, charge and spin	96.6	kcal/mol
LUMO level (spin up / spin down)	-7.75 / -9.42	eV
highest occupied orbital energy (spin up / spin down)	-12.96 / -12.17	eV
calculated total energy	-138996.9395	eV

The geometry in ORCA input format:
```
! RIJCOSX wB97M-V def2-TZVPD def2/J DEFGRID3
* xyz 2 2
Ir -0.755 -0.014 -0.075
O -1.549 -0.618 5.524
C -1.628 0.703 5.233
C -2.153 1.624 6.137
C -2.227 2.961 5.803
C -1.758 3.404 4.573
C -1.234 2.496 3.665
C -1.162 1.152 3.993
C -0.741 0.118 2.942
O -1.575 0.155 1.919
N 0.668 0.284 2.572
N 1.070 0.095 1.336
C 2.335 -0.047 1.067
C 2.871 -0.369 -0.200
Br 1.628 -0.705 -1.615
C 4.214 -0.579 -0.393
C 4.935 -0.871 -1.592
C 4.565 -0.397 -2.867
C 5.302 -0.740 -3.979
C 6.433 -1.543 -3.861
C 6.834 -1.992 -2.605
C 6.111 -1.649 -1.486
H -1.946 -0.777 6.393
H -2.517 1.272 7.092
H -2.672 3.657 6.498
H -1.829 4.448 4.313
H -0.889 2.825 2.695
H -0.807 -0.871 3.462
H 1.354 0.265 3.325
H 3.066 0.062 1.870
H 4.818 -0.566 0.508
H 3.748 0.299 -2.964
H 5.010 -0.364 -4.946
H 7.013 -1.789 -4.738
H 7.714 -2.611 -2.514
H 6.410 -2.023 -0.519
N -1.637 -5.787 6.038
C -1.184 -5.217 4.908
C -0.377 -4.061 4.956
C 0.100 -3.500 3.794
C -0.221 -4.069 2.568
C -1.025 -5.199 2.495
C -1.510 -5.768 3.650
S 0.493 -3.417 1.079
O 0.588 -4.437 0.081
O 1.651 -2.639 1.422
N -0.606 -2.301 0.507
C -1.585 -2.626 -0.285
S -2.170 -4.241 -0.677
C -3.365 -3.519 -1.661
C -3.245 -2.147 -1.672
N -2.262 -1.664 -0.912
H -1.358 -5.444 6.943
H -2.158 -6.648 6.000
H -0.118 -3.640 5.915
H 0.762 -2.649 3.815
H -1.225 -5.642 1.533
H -2.124 -6.653 3.608
H -4.093 -4.108 -2.185
H -3.866 -1.471 -2.230
N -1.215 2.394 -2.107
C -1.126 1.482 -1.401
H -1.323 3.166 -2.732
*
```

=====

A structure of composition C26H23Cl2F6N4O13P2S2Ti in a non-equilibrium geometry, computed with wB97M-V/def2-TZVPD.

Summary:
HOMO-LUMO gap	6.723	eV
energy above the lowest of the compared OMol25 structures with the same formula, charge and spin	39.9	kcal/mol
LUMO level	-4.77	eV
highest occupied orbital energy	-11.50	eV
calculated total energy	-164630.3214	eV

The geometry in ORCA input format:
```
! RIJCOSX wB97M-V def2-TZVPD def2/J DEFGRID3
* xyz 1 1
Ti -0.003 0.381 0.847
C -2.266 -2.301 3.407
O -2.153 -2.923 2.083
C -1.573 -2.036 1.327
N -1.395 -0.846 1.800
C -2.166 -0.807 3.080
C -3.538 -0.197 2.892
C -4.326 -0.035 4.028
C -5.615 0.452 3.921
C -6.130 0.789 2.675
C -5.347 0.639 1.545
C -4.053 0.142 1.650
C -1.136 -2.402 -0.016
C -1.333 -3.672 -0.511
C -0.879 -3.937 -1.793
C -0.263 -2.920 -2.491
C -0.113 -1.657 -1.912
N -0.541 -1.391 -0.671
C 0.481 -0.602 -2.762
N 0.287 0.636 -2.639
C 0.971 1.289 -3.767
C 1.668 0.117 -4.504
O 1.224 -1.063 -3.785
C 0.016 2.070 -4.638
C 0.525 3.085 -5.442
C -0.310 3.797 -6.289
C -1.667 3.502 -6.335
C -2.178 2.495 -5.531
C -1.340 1.779 -4.687
H -1.431 -2.679 3.995
H -3.221 -2.592 3.829
H -1.603 -0.285 3.849
H -3.922 -0.273 5.007
H -6.217 0.583 4.811
H -7.135 1.178 2.591
H -5.738 0.911 0.573
H -3.455 0.042 0.752
H -1.820 -4.418 0.101
H -1.003 -4.916 -2.237
H 0.106 -3.070 -3.494
H 1.712 1.977 -3.360
H 2.752 0.154 -4.435
H 1.357 0.016 -5.541
H 1.581 3.328 -5.399
H 0.095 4.585 -6.910
H -2.322 4.059 -6.991
H -3.236 2.265 -5.559
H -1.749 1.004 -4.050
O 3.280 0.259 -1.661
P 2.803 0.977 -0.335
O 3.832 1.283 0.636
O 1.613 0.046 0.165
O 2.006 2.233 -0.945
P 0.693 3.021 -0.495
O 0.138 3.530 -1.865
O 0.879 3.981 0.575
O -0.297 1.818 -0.084
H 4.236 0.110 -1.642
H -0.123 4.461 -1.821
Cl 1.460 -2.256 2.940
C 2.354 -1.371 4.230
Cl 3.631 -0.385 3.549
H 2.771 -2.120 4.891
H 1.639 -0.736 4.738
F 0.794 4.408 3.285
C 1.255 3.311 3.832
F 1.361 3.446 5.139
F 2.421 2.978 3.310
S 0.048 1.874 3.522
O 0.780 1.053 2.466
O -0.022 1.160 4.759
N -1.248 2.236 2.806
S -2.288 3.388 3.342
O -3.603 2.855 3.362
O -1.725 4.085 4.468
C -2.307 4.562 1.905
F -1.265 5.368 1.905
F -2.342 3.876 0.758
F -3.415 5.284 2.006
*
```

=====

- Look up the energy above the lowest of the compared OMol25 structures with the same formula, charge and spin of the fourth one.
  39.9 kcal/mol